[1]
Formula: C62H49CsI4N12O
Source: OMol25
Level of theory: ωB97M-V with the def2-TZVPD basis set

Each line ends with the Löwdin charge.
Cartesian coordinates (Å):
Cs  -0.11  0.09  0.57  1.197
I  -7.68  -7.50  -2.63  0.797
C  -6.30  -6.19  -1.77  -0.757
C  -6.56  -5.63  -0.53  -0.157
C  -5.64  -4.76  0.03  -0.030
C  -4.45  -4.43  -0.63  -0.201
C  -4.22  -5.01  -1.87  -0.033
C  -5.13  -5.88  -2.45  -0.158
C  -3.46  -3.50  -0.02  -0.074
C  -2.20  -4.04  0.28  -0.261
C  -1.86  -5.45  0.15  -0.029
C  -0.57  -5.57  0.56  -0.019
C  -0.15  -4.24  0.96  -0.280
C  1.08  -3.96  1.59  -0.073
C  2.14  -4.99  1.48  -0.191
C  2.62  -5.66  2.61  -0.033
C  3.60  -6.65  2.50  -0.162
C  4.09  -6.97  1.25  -0.753
I  5.55  -8.45  1.07  0.791
C  3.64  -6.31  0.11  -0.148
C  2.67  -5.33  0.24  -0.011
C  1.34  -2.81  2.35  -0.265
N  0.45  -1.83  2.59  0.008
C  1.03  -0.97  3.46  -0.301
C  0.48  0.23  3.95  -0.098
C  1.27  0.95  4.99  -0.195
C  1.85  2.19  4.71  -0.020
C  2.60  2.86  5.66  -0.145
C  2.78  2.29  6.91  -0.752
I  3.91  3.29  8.35  0.793
C  2.22  1.05  7.21  -0.159
C  1.47  0.40  6.25  -0.027
C  -0.73  0.86  3.54  -0.315
C  -1.17  2.19  3.95  -0.010
C  -2.30  2.44  3.26  -0.005
C  -2.57  1.24  2.46  -0.295
N  -1.61  0.32  2.68  -0.100
C  -3.68  1.05  1.63  -0.078
C  -4.00  -0.13  0.94  -0.257
C  -5.28  -0.40  0.30  -0.025
C  -5.23  -1.68  -0.13  -0.033
C  -3.91  -2.19  0.25  -0.253
N  -3.20  -1.22  0.85  0.127
C  -4.63  2.19  1.54  -0.202
C  -4.32  3.28  0.73  -0.006
C  -5.17  4.38  0.64  -0.146
C  -6.35  4.37  1.36  -0.751
I  -7.64  6.00  1.23  0.794
C  -6.68  3.30  2.18  -0.160
C  -5.82  2.22  2.27  -0.027
C  2.39  -1.41  3.77  -0.018
C  2.59  -2.54  3.07  -0.017
N  -1.14  -3.35  0.75  0.106
H  -7.47  -5.87  0.00  0.086
H  -5.83  -4.33  1.00  0.126
H  -3.31  -4.76  -2.40  0.116
H  -4.93  -6.31  -3.42  0.086
H  -2.52  -6.25  -0.16  0.095
H  0.01  -6.48  0.64  0.099
H  2.22  -5.41  3.58  0.123
H  3.95  -7.16  3.38  0.084
H  4.05  -6.55  -0.86  0.089
H  2.33  -4.79  -0.63  0.104
H  1.72  2.62  3.73  0.103
H  3.05  3.82  5.42  0.091
H  2.37  0.61  8.19  0.085
H  1.04  -0.57  6.47  0.125
H  -0.68  2.86  4.64  0.097
H  -2.89  3.34  3.27  0.103
H  -6.10  0.30  0.19  0.095
H  -6.01  -2.22  -0.65  0.092
H  -3.37  3.28  0.20  0.113
H  -4.90  5.22  0.02  0.090
H  -7.60  3.31  2.75  0.084
H  -6.06  1.38  2.91  0.124
H  3.10  -0.91  4.41  0.100
H  3.50  -3.12  3.01  0.099
C  4.77  1.17  -1.06  -0.063
N  4.01  1.69  -2.18  -0.156
C  4.72  1.79  -3.45  -0.067
C  2.67  1.37  -2.22  -0.465
N  2.02  0.60  -1.46  0.083
N  1.96  2.13  -3.18  0.118
C  0.70  1.68  -3.58  -0.551
N  -0.30  2.58  -3.23  0.160
N  0.57  0.61  -4.25  0.138
H  5.71  1.70  -0.99  0.081
H  4.96  0.09  -1.16  0.079
H  4.22  1.35  -0.14  0.084
H  5.78  1.86  -3.23  0.077
H  4.43  2.68  -4.00  0.073
H  4.56  0.91  -4.08  0.083
H  2.61  0.02  -0.86  0.025
H  1.99  3.12  -2.95  0.139
H  -0.19  2.97  -2.30  0.040
H  -1.24  2.23  -3.39  0.094
H  -0.42  0.41  -4.35  0.039
C  0.16  -2.52  -4.75  -0.063
N  1.26  -2.60  -3.83  -0.094
C  2.62  -2.24  -4.16  -0.062
C  3.26  -2.17  -2.78  -0.501
O  4.44  -1.90  -2.61  0.015
N  2.32  -2.42  -1.82  0.172
C  1.17  -2.60  -2.48  -0.415
N  0.01  -2.78  -1.85  0.230
H  0.36  -1.73  -5.47  0.073
H  -0.75  -2.25  -4.23  0.078
H  -0.01  -3.47  -5.28  0.081
H  2.64  -1.25  -4.62  0.115
H  3.12  -2.97  -4.80  0.125
H  -0.05  -2.74  -0.83  0.047
H  -0.78  -3.22  -2.29  0.100
C  0.16  7.05  -1.74  -0.122
C  -0.93  6.15  -1.81  -0.112
C  -0.85  4.95  -1.18  -0.096
C  0.30  4.53  -0.45  -0.253
C  0.32  3.22  0.17  -0.139
C  1.44  3.03  0.96  -0.248
C  2.50  3.95  1.12  -0.122
C  2.48  5.15  0.46  -0.084
C  1.36  5.47  -0.34  -0.199
C  1.26  6.72  -1.02  -0.070
H  0.10  8.01  -2.25  0.084
H  -1.82  6.42  -2.37  0.086
H  -1.67  4.24  -1.21  0.085
H  1.55  2.09  1.52  0.009
H  3.34  3.71  1.76  0.089
H  3.29  5.86  0.55  0.092
H  2.09  7.42  -0.94  0.096

The total energy comes out at -117970.347 eV. As for the charge: -2. The calculation puts the HOMO-LUMO gap at 4.67 eV. The value obtained for the energy relative to the best compared isomer or geometry (same formula, charge and spin) is 0.0 kJ/mol. The value obtained for the strongest force on any atom is 0.035 hartree/bohr. The spin multiplicity is 1.


[2]
Formula: C62H51N7S5SbSn
Source: OMol25
Level of theory: ωB97M-V with the def2-TZVPD basis set

Each line ends with the Löwdin charge.
Cartesian coordinates (Å):
Sn  0.57  0.86  -1.45  0.760
N  -0.65  -0.22  -0.01  -0.418
S  -0.74  -1.44  0.79  0.756
N  0.10  -1.51  2.20  -0.346
S  0.06  -0.29  3.16  0.880
N  0.26  1.14  2.65  -0.358
S  1.48  1.82  1.79  0.766
N  1.52  1.77  0.34  -0.428
C  1.30  3.48  2.39  -0.313
C  0.87  3.79  3.68  -0.084
C  0.76  5.11  4.05  -0.061
C  1.06  6.12  3.13  -0.059
C  1.47  5.80  1.85  -0.051
C  1.59  4.47  1.47  -0.050
C  2.95  1.17  2.57  -0.300
C  3.56  1.77  3.66  -0.052
C  4.70  1.18  4.19  -0.056
C  5.21  0.01  3.64  -0.059
C  4.58  -0.57  2.55  -0.055
C  3.45  0.01  2.00  -0.082
C  1.19  -0.77  4.43  -0.322
C  1.90  -1.95  4.35  -0.053
C  2.74  -2.30  5.40  -0.047
C  2.83  -1.47  6.51  -0.049
C  2.11  -0.29  6.58  -0.050
C  1.27  0.07  5.54  -0.063
C  -1.52  -0.18  3.97  -0.305
C  -1.85  -1.16  4.90  -0.061
C  -3.10  -1.11  5.49  -0.053
C  -4.00  -0.10  5.15  -0.051
C  -3.65  0.86  4.21  -0.049
C  -2.40  0.83  3.61  -0.050
C  -2.40  -1.84  1.29  -0.334
C  -2.63  -2.89  2.16  -0.074
C  -3.92  -3.16  2.55  -0.059
C  -4.97  -2.38  2.07  -0.057
C  -4.72  -1.33  1.19  -0.049
C  -3.42  -1.05  0.80  -0.047
C  -0.16  -2.99  0.10  -0.317
C  1.17  -3.36  0.25  -0.105
C  1.62  -4.50  -0.39  -0.059
C  0.75  -5.26  -1.16  -0.057
C  -0.58  -4.89  -1.29  -0.058
C  -1.05  -3.74  -0.66  -0.080
H  0.61  2.99  4.37  0.094
H  0.43  5.37  5.05  0.111
H  0.97  7.16  3.43  0.112
H  1.69  6.58  1.14  0.114
H  1.90  4.19  0.47  0.081
H  3.18  2.70  4.07  0.108
H  5.20  1.65  5.03  0.114
H  6.10  -0.43  4.06  0.113
H  4.99  -1.47  2.11  0.116
H  2.97  -0.42  1.13  0.041
H  1.80  -2.58  3.48  0.106
H  3.31  -3.22  5.36  0.117
H  3.48  -1.75  7.34  0.115
H  2.19  0.35  7.45  0.117
H  0.69  0.98  5.58  0.115
H  -1.15  -1.94  5.15  0.125
H  -3.37  -1.86  6.23  0.117
H  -4.97  -0.07  5.62  0.115
H  -4.36  1.63  3.94  0.114
H  -2.11  1.57  2.88  0.111
H  -1.80  -3.49  2.52  0.123
H  -4.12  -3.98  3.23  0.114
H  -5.98  -2.60  2.37  0.112
H  -5.54  -0.73  0.82  0.108
H  -3.19  -0.24  0.12  0.088
H  1.84  -2.76  0.85  0.082
H  2.65  -4.80  -0.29  0.119
H  1.10  -6.16  -1.65  0.119
H  -1.26  -5.48  -1.89  0.119
H  -2.08  -3.43  -0.78  0.120
C  0.35  0.09  -6.77  -0.061
C  -0.81  0.80  -7.07  -0.066
C  -1.83  0.85  -6.13  -0.027
C  -1.72  0.21  -4.91  -0.206
C  -0.58  -0.54  -4.63  -0.425
C  0.45  -0.59  -5.56  -0.074
C  -2.82  0.45  -3.93  -0.258
C  -4.17  0.17  -4.28  0.006
C  -5.16  0.58  -3.45  0.007
C  -4.85  1.30  -2.27  -0.155
C  -5.82  1.83  -1.40  -0.034
C  -5.45  2.55  -0.30  -0.079
C  -4.08  2.75  -0.01  -0.075
C  -3.11  2.23  -0.83  -0.036
C  -3.48  1.50  -1.99  -0.221
N  -2.49  1.06  -2.81  0.158
H  1.17  0.05  -7.47  0.113
H  -0.90  1.32  -8.01  0.110
H  -2.72  1.42  -6.34  0.123
H  1.36  -1.14  -5.35  0.107
H  -4.37  -0.37  -5.19  0.123
H  -6.20  0.39  -3.70  0.123
H  -6.87  1.68  -1.63  0.116
H  -6.20  2.97  0.35  0.105
H  -3.80  3.33  0.86  0.103
H  -2.06  2.39  -0.64  0.087
S  2.43  -0.91  -1.41  0.574
C  2.15  -2.13  -2.64  -0.628
C  3.25  -2.96  -2.92  -0.062
C  3.15  -4.05  -3.76  -0.175
C  4.31  -4.87  -3.99  -0.161
N  5.25  -5.50  -4.16  0.189
C  1.92  -4.37  -4.36  -0.184
C  0.83  -3.54  -4.11  -0.050
C  0.94  -2.43  -3.29  -0.518
S  -0.53  -1.45  -3.09  0.943
C  1.77  -5.51  -5.21  -0.170
N  1.64  -6.43  -5.89  0.184
H  4.20  -2.74  -2.45  0.118
H  -0.12  -3.77  -4.57  0.134
C  3.18  5.16  -4.12  -0.360
Sb  2.18  3.56  -3.08  1.166
C  0.56  3.48  -4.49  -0.347
C  3.29  2.00  -4.05  -0.345
H  3.25  4.92  -5.18  0.001
H  4.18  5.32  -3.72  -0.006
H  2.61  6.08  -4.00  -0.007
H  0.96  3.44  -5.50  0.008
H  -0.07  4.37  -4.39  0.001
H  -0.06  2.60  -4.31  -0.034
H  3.45  2.27  -5.10  0.007
H  2.72  1.07  -4.00  -0.038
H  4.25  1.84  -3.56  0.001

The total energy comes out at -142086.817 eV. As for the charge: +1. The calculation puts the HOMO-LUMO gap at 6.77 eV. The value obtained for the energy relative to the best compared isomer or geometry (same formula, charge and spin) is 30.5 kJ/mol. The value obtained for the strongest force on any atom is 0.008 hartree/bohr. The spin multiplicity is 1.


[3]
Formula: C62H59N2O20
Source: OMol25
Level of theory: ωB97M-V with the def2-TZVPD basis set

Each line ends with the Löwdin charge.
Cartesian coordinates (Å):
C  -0.21  3.42  6.87  -0.133
C  -1.48  4.40  7.23  -0.240
C  -2.94  3.86  6.73  -0.186
N  -3.03  3.51  5.26  -0.177
C  -3.78  2.22  5.00  -0.196
C  -2.64  1.01  4.98  -0.191
C  -3.05  -0.26  4.02  -0.218
C  -1.93  -1.45  3.98  -0.172
C  -0.64  -1.13  2.99  -0.186
O  -1.01  -0.49  1.71  -0.129
C  -0.56  -1.30  0.55  -0.279
C  0.96  -1.14  -0.10  -0.023
O  -1.37  -2.21  -0.02  -0.036
C  -3.50  4.66  4.40  -0.215
C  -2.43  5.94  4.36  -0.178
N  -1.06  5.31  4.09  -0.160
C  -0.02  6.37  3.77  -0.170
C  -5.04  5.15  4.70  -0.422
O  -5.23  6.49  4.85  -0.186
O  -6.23  4.30  4.80  -0.285
H  -0.16  2.58  7.71  0.077
H  0.81  4.02  6.96  0.047
H  -0.26  2.97  5.79  0.056
H  -1.53  4.49  8.42  0.107
H  -1.28  5.52  6.86  0.075
H  -3.75  4.62  7.11  0.131
H  -3.14  2.85  7.32  0.125
H  -4.28  2.26  3.92  0.131
H  -4.65  2.03  5.77  0.128
H  -1.58  1.47  4.68  0.105
H  -2.55  0.64  6.09  0.105
H  -3.33  0.11  2.92  0.123
H  -4.05  -0.71  4.48  0.121
H  -1.57  -1.79  5.05  0.127
H  -2.47  -2.40  3.51  0.092
H  -0.14  -2.16  2.71  0.129
H  0.16  -0.46  3.56  0.136
H  0.89  -1.59  -1.20  0.075
H  1.32  -0.02  -0.08  0.098
H  1.77  -1.79  0.50  0.104
H  -3.51  4.25  3.28  0.149
H  -2.71  6.66  3.45  0.127
H  -2.47  6.58  5.34  0.116
H  -1.19  4.65  3.28  0.105
H  0.04  7.16  4.66  0.097
H  -0.11  6.85  2.71  0.076
H  1.05  5.83  3.79  0.063
C  2.08  -3.66  -4.58  0.025
C  2.19  -3.23  -3.32  0.030
C  3.40  -2.53  -2.85  -0.375
O  3.51  -2.14  -1.69  0.090
C  4.49  -2.32  -3.83  0.033
C  4.38  -2.75  -5.09  0.025
C  3.17  -3.45  -5.56  -0.374
O  3.06  -3.84  -6.71  0.081
H  1.20  -4.17  -4.94  0.112
H  1.40  -3.37  -2.59  0.119
H  5.37  -1.81  -3.47  0.123
H  5.17  -2.61  -5.82  0.086
C  -1.69  -0.25  -7.28  0.025
C  -1.92  -1.22  -6.38  0.026
C  -1.13  -2.47  -6.39  -0.371
O  -1.33  -3.36  -5.58  0.082
C  -0.09  -2.61  -7.43  0.000
C  0.13  -1.64  -8.33  0.021
C  -0.65  -0.39  -8.32  -0.382
O  -0.45  0.49  -9.13  0.095
H  -2.26  0.67  -7.28  0.123
H  -2.68  -1.14  -5.61  0.124
H  0.48  -3.53  -7.43  0.096
H  0.89  -1.73  -9.09  0.123
C  -0.59  7.91  9.54  0.033
C  -0.57  8.45  10.76  0.020
C  0.62  8.33  11.62  -0.390
O  0.65  8.82  12.75  0.086
C  1.79  7.60  11.08  0.017
C  1.76  7.07  9.86  0.030
C  0.57  7.18  8.99  -0.366
O  0.55  6.70  7.87  0.083
H  -1.46  7.99  8.89  0.129
H  -1.41  8.98  11.18  0.122
H  2.65  7.53  11.73  0.119
H  2.61  6.53  9.44  0.116
C  7.18  -0.92  -7.94  0.026
C  7.73  0.07  -8.64  0.026
C  9.01  0.68  -8.24  -0.381
O  9.51  1.59  -8.88  0.105
C  9.66  0.14  -7.02  0.025
C  9.11  -0.85  -6.32  0.025
C  7.83  -1.46  -6.73  -0.371
O  7.32  -2.37  -6.09  0.082
H  6.24  -1.38  -8.23  0.123
H  7.26  0.48  -9.54  0.125
H  10.60  0.60  -6.74  0.124
H  9.58  -1.26  -5.43  0.124
C  -3.91  -6.36  3.87  0.021
C  -4.93  -7.07  3.37  0.016
C  -5.40  -6.86  1.99  -0.381
O  -6.34  -7.51  1.53  0.090
C  -4.71  -5.85  1.18  0.028
C  -3.69  -5.14  1.67  0.042
C  -3.21  -5.35  3.06  -0.375
O  -2.28  -4.70  3.51  0.081
H  -3.55  -6.50  4.88  0.120
H  -5.45  -7.82  3.95  0.119
H  -5.07  -5.71  0.16  0.083
H  -3.17  -4.39  1.09  0.120
C  1.90  -5.35  -10.50  0.032
C  2.54  -5.69  -11.62  0.023
C  1.91  -5.52  -12.94  -0.385
O  2.50  -5.84  -13.97  0.099
C  0.55  -4.96  -12.98  0.023
C  -0.09  -4.62  -11.86  0.028
C  0.54  -4.78  -10.53  -0.363
O  -0.05  -4.47  -9.51  0.089
H  2.35  -5.46  -9.52  0.123
H  3.54  -6.10  -11.61  0.123
H  0.10  -4.84  -13.96  0.123
H  -1.10  -4.20  -11.87  0.124
C  -6.93  -6.10  -4.34  0.021
C  -6.82  -5.68  -3.08  0.029
C  -5.61  -4.98  -2.62  -0.363
O  -5.51  -4.58  -1.46  0.083
C  -4.53  -4.77  -3.59  0.034
C  -4.64  -5.20  -4.86  0.025
C  -5.85  -5.90  -5.32  -0.385
O  -5.95  -6.29  -6.48  0.095
H  -7.82  -6.62  -4.70  0.121
H  -7.61  -5.82  -2.35  0.126
H  -3.64  -4.25  -3.23  0.125
H  -3.85  -5.05  -5.59  0.116
C  3.34  5.21  5.68  0.023
C  3.91  5.32  4.47  0.016
C  5.00  4.43  4.05  -0.386
O  5.52  4.53  2.95  0.091
C  5.45  3.41  5.02  0.017
C  4.89  3.29  6.23  0.022
C  3.79  4.19  6.64  -0.380
O  3.27  4.08  7.75  0.088
H  2.53  5.86  6.00  0.110
H  3.59  6.07  3.75  0.118
H  6.26  2.76  4.70  0.119
H  5.21  2.55  6.95  0.120

The total energy comes out at -109164.557 eV. As for the charge: -1. The calculation puts the HOMO-LUMO gap at 2.82 eV. The value obtained for the energy relative to the best compared isomer or geometry (same formula, charge and spin) is 753.3 kJ/mol. The value obtained for the strongest force on any atom is 0.162 hartree/bohr. The spin multiplicity is 1.